ORCA calculation (ωB97M-V/def2-TZVPD) on 6 unconnected molecules or ions with the total composition C38H88FNO9P.

Each line ends with the Löwdin charge.
Atoms and positions in Å:
1 C 3.2976 -0.7351 3.3821  -0.0890
2 C 2.9479 -1.2201 1.9772  -0.2698
3 C 1.4799 -0.9793 1.6093  -0.2172
4 C 0.5121 -1.8975 2.3705  -0.2013
5 C -0.8254 -2.1554 1.6662  -0.1832
6 C -0.7770 -2.7864 0.2737  -0.1904
7 C -0.1525 -4.1886 0.2219  -0.1293
8 C 1.3622 -4.1277 0.0032  -0.2309
9 C 2.0853 -5.4262 0.4183  -0.0577
10 C 3.1192 -6.0985 -0.5293  -0.2210
11 C 4.3881 -6.5125 0.2401  -0.2863
12 F 4.7329 -5.4712 1.1214  -0.0345
13 C 4.1974 -7.8149 1.0223  -0.1799
14 C 4.7821 -7.7791 2.4337  -0.0850
15 C 3.3499 -5.3381 -1.8640  -0.2122
16 P 4.7463 -4.1315 -1.8612  0.4813
17 O 5.9920 -4.8204 -2.1578  -0.2131
18 O 4.3611 -2.9867 -2.9275  -0.1173
19 O 4.7420 -3.2773 -0.5076  -0.0969
20 C 1.9784 -4.8633 -2.3469  -0.2582
21 C 1.8310 -4.5078 -3.8209  -0.1263
22 C 0.3930 -4.1515 -4.2320  -0.1483
23 C 0.0424 -2.6591 -4.2275  -0.2735
24 O 0.9516 -1.8943 -4.9924  -0.0376
25 N 1.5600 -3.7395 -1.4582  0.1379
26 H 3.3004 0.3541 3.4319  0.0828
27 H 2.5923 -1.1182 4.1222  0.0759
28 H 4.2877 -1.0887 3.6722  0.0722
29 H 3.1724 -2.2951 1.9124  0.0856
30 H 3.5831 -0.6938 1.2589  0.1082
31 H 1.3523 -1.0819 0.5241  0.0894
32 H 1.2312 0.0618 1.8333  0.1223
33 H 1.0144 -2.8495 2.5889  0.1097
34 H 0.2815 -1.4357 3.3312  0.1177
35 H -1.4426 -2.7805 2.3177  0.1203
36 H -1.3585 -1.2043 1.5675  0.1136
37 H -1.8009 -2.8387 -0.1000  0.1208
38 H -0.2493 -2.1201 -0.4227  0.0935
39 H -0.3545 -4.7305 1.1474  0.1334
40 H -0.5959 -4.7734 -0.5945  0.1276
41 H 1.7266 -3.2731 0.5678  0.1023
42 H 2.5570 -5.2276 1.3803  0.1284
43 H 1.2997 -6.1550 0.6206  0.1255
44 H 2.6777 -7.0473 -0.8472  0.1466
45 H 5.2220 -6.6064 -0.4595  0.1445
46 H 3.1326 -8.0586 1.0916  0.1102
47 H 4.6724 -8.6149 0.4519  0.1214
48 H 4.2131 -7.0986 3.0673  0.0740
49 H 4.7060 -8.7708 2.8778  0.0798
50 H 5.8231 -7.4604 2.4352  0.0830
51 H 3.6950 -6.0719 -2.5971  0.1468
52 H 4.2845 -2.1150 -2.5137  0.0931
53 H 4.0310 -3.4152 0.1292  0.0509
54 H 1.2635 -5.6664 -2.1350  0.1666
55 H 2.1421 -5.3999 -4.3677  0.1377
56 H 2.5098 -3.7131 -4.1266  0.1030
57 H -0.3319 -4.6939 -3.6101  0.1210
58 H 0.2409 -4.5002 -5.2536  0.1258
59 H -0.0726 -2.2415 -3.2139  0.0946
60 H -0.9339 -2.5383 -4.6992  0.1186
61 H 1.6507 -1.5230 -4.4412  0.0896
62 H 2.2292 -2.9733 -1.5481  0.1611
63 H 0.6725 -3.3546 -1.7914  0.1238
64 C -4.6127 2.0186 -1.2569  -0.0663
65 C -4.3115 1.0448 -0.1349  -0.2755
66 O -2.9428 1.0303 0.2453  -0.1825
67 C -2.4245 2.2630 0.7261  -0.2796
68 C -3.1215 2.7951 1.9636  -0.0749
69 H -3.9677 1.8229 -2.1151  0.0662
70 H -5.6511 1.9221 -1.5752  0.0870
71 H -4.4549 3.0544 -0.9543  0.0638
72 H -4.5169 0.0256 -0.4672  0.1124
73 H -4.9560 1.2316 0.7307  0.1100
74 H -2.4345 3.0165 -0.0693  0.1069
75 H -1.3763 2.0549 0.9492  0.1099
76 H -4.1618 3.0564 1.7685  0.0712
77 H -2.6265 3.6997 2.3169  0.0760
78 H -3.1047 2.0548 2.7657  0.0817
79 C -5.3430 5.9120 -5.3578  -0.0760
80 C -5.0529 4.9396 -4.2279  -0.2837
81 O -3.7003 4.9320 -3.8027  -0.1715
82 C -3.1985 6.1570 -3.2986  -0.2818
83 C -3.9353 6.6728 -2.0741  -0.0761
84 H -4.6896 5.7151 -6.2088  0.0814
85 H -6.3784 5.8021 -5.6819  0.0786
86 H -5.2020 6.9504 -5.0554  0.0675
87 H -5.2476 3.9188 -4.5593  0.1127
88 H -5.7210 5.1296 -3.3795  0.1080
89 H -3.1823 6.9216 -4.0835  0.1084
90 H -2.1599 5.9461 -3.0413  0.1162
91 H -4.9697 6.9364 -2.2971  0.0683
92 H -3.4417 7.5688 -1.6960  0.0778
93 H -3.9404 5.9194 -1.2842  0.0708
94 C -1.9920 0.2962 -4.1370  -0.0693
95 C -3.4075 -0.1668 -4.4492  -0.2847
96 O -4.1839 0.7850 -5.1430  -0.1597
97 C -3.6913 1.1918 -6.4101  -0.2745
98 C -3.5537 0.0608 -7.4137  -0.0753
99 H -2.0103 1.2398 -3.5901  0.0799
100 H -1.4872 -0.4521 -3.5210  0.0496
101 H -1.3970 0.4395 -5.0401  0.0733
102 H -3.9454 -0.3382 -3.5150  0.1112
103 H -3.3859 -1.1246 -4.9852  0.1047
104 H -2.7411 1.7263 -6.2999  0.1112
105 H -4.4210 1.9176 -6.7686  0.1185
106 H -2.7993 -0.6681 -7.1123  0.0617
107 H -3.2532 0.4625 -8.3816  0.0799
108 H -4.5030 -0.4624 -7.5344  0.0836
109 C -3.2395 7.6638 4.8664  -0.0785
110 C -4.1717 6.9181 3.9278  -0.2798
111 O -4.1392 5.5082 4.0771  -0.1781
112 C -4.5077 5.0112 5.3525  -0.2819
113 C -5.9205 5.3725 5.7762  -0.0782
114 H -2.2157 7.3037 4.7561  0.0808
115 H -3.2596 8.7294 4.6361  0.0781
116 H -3.5293 7.5481 5.9114  0.0672
117 H -3.8726 7.0938 2.8939  0.1162
118 H -5.1960 7.2931 4.0306  0.1082
119 H -3.7877 5.3311 6.1142  0.1083
120 H -4.4151 3.9279 5.2640  0.1146
121 H -6.0451 6.4465 5.9178  0.0674
122 H -6.1570 4.8867 6.7234  0.0779
123 H -6.6414 5.0431 5.0268  0.0820
124 C 7.0658 2.2115 3.3570  -0.0788
125 C 6.3894 2.8099 4.5785  -0.2791
126 O 5.5184 1.9173 5.2527  -0.1691
127 C 6.1164 0.7407 5.7691  -0.2952
128 C 7.2134 0.9914 6.7882  -0.0759
129 H 6.3213 1.8218 2.6601  0.0735
130 H 7.6509 2.9771 2.8469  0.0782
131 H 7.7447 1.3990 3.6185  0.0670
132 H 5.7541 3.6431 4.2781  0.1183
133 H 7.1384 3.2138 5.2680  0.1092
134 H 6.4900 0.1123 4.9509  0.1015
135 H 5.2949 0.1965 6.2370  0.1161
136 H 8.0743 1.4972 6.3501  0.0682
137 H 7.5623 0.0421 7.1959  0.0785
138 H 6.8396 1.6054 7.6081  0.0846

Values from the calculation:
E_HOMO: -0.402 hartree
calculated total energy: -2673.58212 a.u.
LUMO level: -2.8 eV
total charge: +1